Entry 1:
The following is a DFT calculation (ωB97M-V with the def2-TZVPD basis set) of a molecular structure, C25H53ClOsP2Si2.

Structure (ORCA input):
```
! wB97M-V def2-TZVPD RIJCOSX def2/J DEFGRID3
* xyz 0 5
Os -0.31 0.18 0.19
C -2.13 1.06 1.23
C -1.13 0.78 2.20
C 0.01 1.61 1.85
Si -1.29 -0.51 3.57
C -0.31 2.34 0.68
C -1.65 1.99 0.26
Si -2.60 2.51 -1.28
H -3.11 0.60 1.21
H 0.93 1.69 2.41
H 0.34 3.07 0.19
Cl 3.22 -2.41 -2.24
C -4.41 2.06 -1.12
C -2.39 4.34 -1.61
C -3.08 -1.00 3.78
C -0.57 0.12 5.17
H -2.51 4.89 -0.67
H -3.17 4.66 -2.31
H -1.41 4.59 -2.05
H -4.55 1.19 -0.46
H -4.83 1.83 -2.10
H -4.96 2.91 -0.69
H -0.90 1.16 5.33
H 0.53 0.10 5.20
H -0.95 -0.50 5.99
H -3.54 -0.37 4.55
H -3.15 -2.05 4.10
H -3.65 -0.88 2.85
C -1.91 1.52 -2.75
C -0.35 -2.06 3.02
P -0.22 0.98 -2.39
H -1.95 2.12 -3.67
H -2.54 0.63 -2.91
P 0.92 -1.62 1.81
H -1.06 -2.77 2.55
H 0.10 -2.57 3.89
C 1.63 -3.22 1.17
C 2.25 -0.72 2.83
C 0.81 2.57 -2.50
C 0.29 -0.14 -3.79
C -0.13 -1.60 -3.57
H 1.39 -0.10 -3.74
C -0.21 0.34 -5.16
H -1.31 0.39 -5.17
H 0.12 -0.39 -5.90
H 0.20 1.31 -5.45
H 0.64 -2.13 -2.99
H -0.16 -2.10 -4.55
H -1.12 -1.69 -3.10
H 0.25 3.26 -1.85
C 0.88 3.18 -3.90
C 2.23 2.43 -1.93
H -0.10 3.31 -4.37
H 1.54 2.58 -4.55
H 1.34 4.17 -3.81
H 2.24 2.15 -0.87
H 2.73 3.40 -2.00
H 2.82 1.71 -2.51
H 1.65 0.04 3.37
C 3.29 0.02 1.97
C 2.96 -1.60 3.85
H 2.28 -2.18 4.48
H 3.53 -0.94 4.51
H 3.68 -2.26 3.36
H 2.85 0.80 1.34
H 3.86 -0.68 1.35
H 4.00 0.52 2.65
C 0.78 -3.84 0.04
C 1.86 -4.25 2.27
H 2.58 -2.90 0.71
H 0.92 -4.50 2.78
H 2.61 -3.94 3.01
H 2.24 -5.16 1.79
H -0.30 -3.71 0.20
H 1.00 -4.91 0.00
H 1.09 -3.43 -0.93
C 1.30 -0.39 -0.60
H 1.24 -1.36 -1.12
H 2.18 -0.54 0.04
H 1.79 0.24 -1.35
C -1.60 -1.28 -0.37
H -2.05 -1.76 0.52
H -1.11 -2.06 -0.97
H -2.43 -0.86 -0.96
*
```

Kohn-Sham gap (alpha / beta): 5.80 / 5.25 eV
HOMO (alpha / beta): -5.63 / -6.98 eV
energy above the lowest of the compared OMol25 structures with the same formula, charge and spin: 5.13 kcal/mol
<S²>: 6.016
LUMO level (alpha / beta): 0.17 / -1.74 eV

Entry 2:
The following is a DFT calculation (ωB97M-V with the def2-TZVPD basis set) of a molecular structure, C25H54FI3NO10.

Structure (ORCA input):
```
! wB97M-V def2-TZVPD RIJCOSX def2/J DEFGRID3
* xyz 1 1
C -0.63 -2.06 -0.33
C -1.74 -2.89 0.32
I -1.15 -4.94 0.33
C -3.08 -2.59 -0.35
I -4.65 -4.06 -0.21
C -3.61 -1.22 0.10
C -4.42 -0.46 -0.97
C -5.14 0.66 -0.22
F -4.62 1.89 -0.41
N -4.90 0.33 1.25
O -6.00 0.70 2.01
C -4.57 -1.15 1.29
I -3.90 -1.69 3.20
H 0.36 -2.48 -0.11
H -0.61 -1.03 0.06
H -0.74 -2.01 -1.42
H -1.81 -2.62 1.37
H -2.92 -2.53 -1.43
H -2.74 -0.60 0.37
H -3.80 -0.07 -1.78
H -5.17 -1.13 -1.40
H -6.22 0.68 -0.35
H -4.07 0.87 1.54
H -5.68 0.90 2.91
H -5.52 -1.64 1.05
C 6.32 -1.27 0.29
O 5.34 -0.56 -0.44
C 4.31 -1.39 -0.93
C 3.05 -0.59 -1.18
O 2.34 -0.22 -0.01
C 2.88 0.84 0.78
C 2.66 2.22 0.20
O 3.53 2.45 -0.88
C 3.08 3.46 -1.76
H 6.88 -1.96 -0.35
H 7.01 -0.54 0.70
H 5.87 -1.84 1.11
H 4.09 -2.19 -0.22
H 4.62 -1.85 -1.88
H 2.36 -1.24 -1.73
H 3.27 0.28 -1.81
H 3.94 0.68 0.98
H 2.34 0.79 1.72
H 2.85 2.96 1.00
H 1.62 2.32 -0.12
H 2.08 3.23 -2.14
H 3.77 3.49 -2.60
H 3.06 4.44 -1.28
C -2.87 8.50 -7.33
O -2.55 7.82 -6.14
C -1.73 8.58 -5.27
C -1.89 8.11 -3.84
O -3.11 8.52 -3.23
C -4.27 7.77 -3.55
C -4.39 6.48 -2.77
O -3.52 5.48 -3.28
C -3.19 4.50 -2.33
H -1.98 8.67 -7.95
H -3.57 7.88 -7.88
H -3.34 9.47 -7.12
H -1.99 9.64 -5.33
H -0.68 8.46 -5.55
H -1.11 8.60 -3.25
H -1.75 7.03 -3.77
H -4.35 7.58 -4.62
H -5.10 8.40 -3.24
H -5.43 6.13 -2.85
H -4.18 6.67 -1.71
H -2.74 4.94 -1.43
H -2.48 3.82 -2.79
H -4.08 3.93 -2.02
C 2.83 -3.69 2.65
O 2.73 -4.64 3.69
C 1.49 -5.31 3.70
C 1.60 -6.67 4.36
O 2.25 -7.64 3.56
C 3.67 -7.63 3.54
C 4.29 -8.29 4.75
O 4.19 -7.47 5.89
C 4.25 -8.19 7.10
H 2.13 -2.86 2.79
H 3.85 -3.29 2.67
H 2.65 -4.15 1.67
H 1.13 -5.44 2.67
H 0.75 -4.72 4.25
H 0.58 -7.04 4.50
H 2.07 -6.58 5.34
H 4.06 -6.62 3.42
H 3.95 -8.21 2.67
H 5.35 -8.49 4.52
H 3.80 -9.26 4.92
H 3.48 -8.97 7.14
H 4.08 -7.49 7.91
H 5.23 -8.66 7.24
*
```

Kohn-Sham gap: 7.12 eV
HOMO: -10.63 eV
LUMO level: -3.51 eV

Entry 3:
The following is a DFT calculation (ωB97M-V with the def2-TZVPD basis set) of a molecular structure, C25H54N4O4P3S4Tl.

Structure (ORCA input):
```
! wB97M-V def2-TZVPD RIJCOSX def2/J DEFGRID3
* xyz 2 1
Tl -0.59 0.95 -0.21
C -2.69 4.66 -0.47
C -3.53 3.72 -1.31
S -3.47 1.93 -0.93
C -4.51 1.80 0.55
C -3.89 2.18 1.88
S -2.42 1.17 2.32
C -1.73 2.25 3.63
C -0.22 2.42 3.62
S 0.51 3.16 2.12
C -0.37 4.76 2.04
C -0.26 5.40 0.67
S -0.90 4.40 -0.71
H -2.90 4.54 0.59
H -2.90 5.69 -0.75
H -3.23 3.78 -2.36
H -4.58 4.03 -1.25
H -4.82 0.75 0.56
H -5.40 2.41 0.38
H -4.62 2.03 2.67
H -3.59 3.22 1.89
H -2.01 1.81 4.59
H -2.24 3.21 3.56
H 0.28 1.45 3.69
H 0.08 3.03 4.47
H 0.07 5.43 2.78
H -1.41 4.59 2.30
H 0.79 5.59 0.42
H -0.79 6.35 0.66
C 1.20 -4.66 1.99
N 0.20 -4.64 0.93
C -0.29 -5.95 0.51
P 0.03 -3.29 0.02
O 0.35 -2.05 0.76
O -1.51 -3.38 -0.47
P -2.78 -2.36 -0.39
O -2.41 -0.92 -0.38
N -3.70 -2.71 -1.70
C -4.19 -4.08 -1.90
C -3.58 -1.92 -2.92
N -3.62 -2.94 0.90
C -2.98 -3.65 2.00
C -4.72 -2.07 1.32
N 0.92 -3.38 -1.39
C 0.67 -2.30 -2.34
C 1.16 -4.67 -2.04
H 2.12 -5.16 1.67
H 0.80 -5.21 2.85
H 1.42 -3.64 2.29
H 0.54 -6.62 0.25
H -0.94 -5.85 -0.35
H -0.85 -6.41 1.32
H -4.27 -4.58 -0.94
H -3.52 -4.65 -2.55
H -5.17 -4.04 -2.37
H -3.22 -0.93 -2.67
H -4.56 -1.83 -3.39
H -2.90 -2.39 -3.64
H -2.21 -4.32 1.61
H -3.73 -4.24 2.52
H -2.51 -2.97 2.72
H -5.14 -1.57 0.45
H -4.38 -1.31 2.04
H -5.50 -2.67 1.79
H 0.46 -1.38 -1.79
H -0.18 -2.51 -2.99
H 1.55 -2.15 -2.96
H 1.50 -5.40 -1.31
H 1.94 -4.53 -2.79
H 0.27 -5.06 -2.55
C 3.25 0.02 -0.75
O 2.94 1.41 -0.99
H 4.08 -0.08 -0.06
H 3.49 -0.49 -1.69
H 2.35 -0.42 -0.32
C 3.30 4.01 -1.26
P 4.05 2.41 -1.54
C 4.26 2.16 -3.31
C 5.56 2.14 -0.63
C 5.48 2.29 0.75
C 6.58 1.97 1.53
C 7.73 1.48 0.94
C 7.81 1.33 -0.44
C 6.72 1.66 -1.24
H 3.97 4.80 -1.61
H 3.10 4.13 -0.20
H 2.35 4.05 -1.81
H 4.75 1.21 -3.53
H 4.85 2.98 -3.72
H 3.27 2.17 -3.77
H 4.57 2.64 1.21
H 6.53 2.09 2.61
H 8.58 1.19 1.55
H 8.71 0.96 -0.90
H 6.79 1.56 -2.31
*
```

Kohn-Sham gap: 8.52 eV
HOMO: -13.02 eV
energy above the lowest of the compared OMol25 structures with the same formula, charge and spin: 0.00 kcal/mol
LUMO level: -4.50 eV

Ordered M results: 697.5; 928.4; 900.3; unit g/mol.
Ordered max |F| results: 0.1155; 0.0097; 0.0174; unit hartree/bohr.